Density functional theory data (ωB97M-V/def2-TZVPD) for a 14-piece molecular cluster, C42H112O14 overall at a distorted geometry.

```
! wB97M-V def2-TZVPD RIJCOSX def2/J DEFGRID3
* xyz 0 1
C -9.8219 12.9407 -4.8948
C -9.7392 11.5766 -4.2366
C -8.3980 10.8542 -4.3442
O -9.7722 11.8784 -2.7776
H -8.9488 13.5750 -4.7645
H -10.7184 13.4730 -4.5682
H -10.0133 12.7683 -5.9618
H -10.6225 10.9645 -4.4145
H -8.3124 10.1173 -3.5545
H -7.6140 11.6042 -4.2248
H -8.2760 10.4848 -5.3627
H -9.9561 12.8056 -2.6232
C -5.5424 9.3508 -6.2676
C -6.0443 8.9397 -7.6361
C -7.4823 8.4000 -7.5582
O -6.0439 10.1441 -8.4451
H -4.5771 9.8560 -6.2958
H -5.4436 8.5491 -5.5335
H -6.2597 10.0423 -5.8281
H -5.4157 8.2622 -8.2207
H -7.4539 7.5650 -6.8501
H -7.8198 8.0303 -8.5248
H -8.1307 9.1736 -7.1544
H -6.2286 9.8621 -9.3458
C -7.8330 2.3841 -6.1566
C -7.3320 3.7107 -6.7234
C -8.2238 4.1098 -7.8822
O -7.3009 4.7081 -5.7177
H -7.9018 1.5783 -6.8913
H -8.8197 2.4860 -5.6949
H -7.1639 1.9780 -5.3952
H -6.3061 3.5353 -7.0579
H -9.2613 3.9140 -7.5870
H -8.0731 3.5370 -8.7958
H -8.1508 5.1852 -8.0490
H -8.2149 4.9037 -5.4671
C -10.0924 3.9209 -2.6449
C -11.3867 3.3315 -3.1772
C -12.4880 3.4324 -2.1274
O -11.8643 3.9759 -4.3696
H -9.7682 3.4329 -1.7264
H -10.2319 4.9666 -2.3435
H -9.3043 3.9752 -3.3968
H -11.3485 2.2775 -3.4707
H -13.4294 3.0493 -2.5180
H -12.7122 4.4851 -1.9234
H -12.1330 3.0164 -1.1823
H -11.5174 4.8802 -4.3771
C -4.1879 9.0882 -0.0110
C -2.7261 9.3247 -0.2350
C -2.4594 10.1407 -1.5032
O -2.2742 9.9695 0.9588
H -4.7055 8.5264 -0.7920
H -4.7308 10.0368 0.0365
H -4.3058 8.5600 0.9362
H -2.1731 8.3896 -0.3705
H -2.8995 9.6361 -2.3678
H -1.3919 10.2457 -1.7058
H -2.9102 11.1361 -1.4936
H -1.3173 9.9029 1.0225
C -6.9253 1.6455 2.8260
C -6.3950 2.0063 1.4319
C -6.8024 3.4143 1.0446
O -4.9616 1.9547 1.4279
H -6.1395 1.2954 3.4878
H -7.6682 0.8507 2.6933
H -7.5566 2.4286 3.2482
H -6.7792 1.2837 0.7108
H -6.3339 3.7136 0.1058
H -6.5759 4.1643 1.8069
H -7.8811 3.5714 0.9193
H -4.7432 1.9181 0.4818
C -10.5148 6.4579 -6.5768
C -11.1744 7.5677 -5.7722
C -12.6505 7.6808 -6.2149
O -11.1605 7.1674 -4.3925
H -10.9497 5.4776 -6.3993
H -9.4388 6.4949 -6.3840
H -10.5870 6.6808 -7.6452
H -10.8235 8.5814 -5.9675
H -13.2268 6.7631 -6.0850
H -12.7700 8.0550 -7.2355
H -13.1996 8.4492 -5.6657
H -10.5378 7.7107 -3.8874
C -6.6538 7.8429 -3.0087
C -7.6301 6.7284 -2.5921
C -7.4279 6.2705 -1.1526
O -8.9505 7.2772 -2.7312
H -5.6204 7.4944 -2.8743
H -6.8008 8.7322 -2.4013
H -6.7280 7.9817 -4.0870
H -7.5540 5.8465 -3.2339
H -8.2264 5.6421 -0.7508
H -7.3249 7.1178 -0.4677
H -6.5297 5.6584 -1.0274
H -8.9561 7.9969 -2.0783
C -11.6930 3.0206 2.4615
C -11.7722 4.5628 2.3287
C -10.3889 5.1761 2.2781
O -12.3688 4.8266 1.0605
H -11.1581 2.6940 3.3538
H -11.1439 2.5687 1.6307
H -12.7103 2.6360 2.3706
H -12.3385 4.9413 3.1810
H -10.4958 6.2589 2.3561
H -9.9055 4.8564 1.3535
H -9.7085 4.8633 3.0719
H -13.2867 4.5361 1.0832
C -3.8560 5.0098 -0.5660
C -2.3749 4.8787 -0.8702
C -2.0671 3.6107 -1.6541
O -1.9197 6.0160 -1.5885
H -4.1666 4.2008 0.1037
H -4.4422 4.9941 -1.4906
H -4.2112 5.8988 -0.0374
H -1.8259 4.8161 0.0755
H -2.5334 3.6318 -2.6480
H -2.4399 2.6806 -1.2234
H -0.9970 3.5126 -1.8442
H -2.2112 5.8406 -2.5010
C -13.9835 9.2178 -1.1417
C -13.0631 8.3920 -2.0420
C -12.7506 7.0062 -1.4557
O -13.5300 8.3357 -3.3847
H -14.8038 8.5301 -0.9176
H -14.2850 10.1115 -1.6810
H -13.4612 9.4290 -0.2114
H -12.0869 8.9031 -2.0566
H -11.8001 6.6170 -1.8214
H -13.5633 6.3209 -1.7150
H -12.6935 6.9992 -0.3662
H -13.0048 7.6154 -3.7676
C -10.3638 11.1488 0.6513
C -9.4850 9.9246 0.4286
C -10.0732 8.6436 0.9827
O -9.3011 9.7554 -0.9727
H -11.3740 10.9156 0.2758
H -10.0723 11.9845 0.0130
H -10.6422 11.5125 1.6415
H -8.5107 10.0946 0.9018
H -9.3546 7.8245 0.9059
H -10.9962 8.3683 0.4774
H -10.1977 8.7496 2.0646
H -9.5024 10.5631 -1.4790
C -4.8807 2.1954 -3.8305
C -5.6073 2.4113 -2.5139
C -7.0901 2.1201 -2.4925
O -4.9287 1.7270 -1.4411
H -5.0753 2.9695 -4.5736
H -5.1250 1.1875 -4.1807
H -3.7979 2.2314 -3.6959
H -5.5212 3.4607 -2.2106
H -7.3512 1.0684 -2.6820
H -7.5616 2.6568 -3.3134
H -7.5306 2.2718 -1.5095
H -4.7269 0.8525 -1.8027
C -3.9995 6.2689 -6.4111
C -3.0070 5.9206 -5.3378
C -1.7650 6.7847 -5.5306
O -3.5290 6.2105 -4.0414
H -4.9628 5.8080 -6.1401
H -3.7099 5.9423 -7.4065
H -4.2492 7.3326 -6.3985
H -2.7234 4.8727 -5.4808
H -1.0672 6.7212 -4.6881
H -1.9174 7.8705 -5.5375
H -1.2605 6.5930 -6.4775
H -4.3616 5.7193 -3.9873
*
```

Computed properties:
Maximum force = 3.04 eV Å⁻¹
Calculated total energy = -2720.71493 Ha